## w
Here is a structure of composition C46H35BaCl3N5O3PS4Si from the OMol25 dataset. Energies are from the ωB97M-V functional and the def2-TZVPD basis.

The geometry in XYZ format:
```
99
Properties=species:S:1:pos:R:3:lowdin_charge:R:1
Cl 4.07 1.69 0.19 -0.004
H -5.40 -5.44 -0.52 0.091
H -0.14 7.04 0.48 0.104
C -0.10 3.95 9.13 -0.109
C -1.86 -1.61 -3.71 -1.190
H -4.93 -2.58 4.80 0.094
C -3.19 -1.86 -6.01 -1.087
C -0.84 -4.14 1.10 -0.376
H 1.61 4.22 5.62 0.101
H 3.92 1.70 5.02 0.111
H 2.48 -2.80 0.43 0.076
H 5.71 0.04 4.36 0.097
C 0.12 -5.99 -0.11 -0.086
C -2.59 -0.47 -3.82 -1.221
C -1.15 5.54 7.05 -0.028
H -2.60 2.27 3.01 0.113
H -2.65 4.60 3.79 0.114
Cl 3.37 1.36 -3.04 -0.018
H 1.23 3.86 -2.05 0.104
C -0.59 -4.80 -0.10 -0.117
C -1.61 6.28 5.97 -0.042
C 0.70 4.80 5.70 -0.005
C -3.92 -2.36 4.48 -0.098
H 6.34 -1.92 3.02 0.096
C -0.95 6.25 4.75 -0.301
H -6.32 -3.71 -2.03 0.094
S -2.04 -2.76 -5.04 0.902
H -1.11 3.53 9.00 0.094
H -2.50 6.89 6.06 0.108
H 0.31 -6.48 -1.05 0.100
H 1.13 6.30 -1.52 0.099
H 0.73 -6.27 3.20 0.092
C 3.67 0.06 3.64 -0.178
H -5.22 -1.48 -2.17 0.105
C 3.12 -1.73 2.03 -0.292
N 2.16 -2.33 1.26 0.135
Ba -0.23 0.46 -0.84 1.280
H 0.06 1.24 3.21 0.095
C -3.55 -2.59 3.17 -0.074
H -1.70 5.57 7.98 0.096
C -3.73 -1.97 -0.73 -0.124
C 2.74 -0.57 2.79 -0.180
C 1.94 1.61 4.23 -0.037
C 0.35 -5.87 2.27 -0.101
C -2.26 -2.30 2.73 -0.360
S -2.72 0.89 -2.71 0.267
H 1.16 -7.45 1.07 0.090
C -3.19 -2.94 0.10 -0.399
C 0.60 -6.53 1.07 -0.109
C 1.09 0.92 3.34 -0.119
C -0.76 5.04 1.00 -0.104
H -3.30 -1.64 6.40 0.091
H -3.39 -4.96 0.82 0.107
H -0.53 -4.18 3.22 0.093
N -1.39 7.13 3.71 0.057
Cl 4.27 -1.29 -1.24 0.031
H 0.49 3.29 9.77 0.090
C -2.09 4.36 2.89 -0.031
H -3.25 -1.01 -0.85 0.031
C -1.43 5.36 2.20 -0.271
C -1.36 2.65 1.33 -0.410
C -3.81 -4.19 0.18 -0.112
C -3.01 -1.83 5.38 -0.108
H 1.36 -1.74 1.12 0.031
C -2.07 3.03 2.46 -0.010
H 1.56 2.47 4.77 0.068
Si 2.89 0.41 -1.14 -0.567
C 4.99 -0.45 3.72 -0.070
C -0.36 -4.68 2.28 -0.096
H 0.75 5.49 3.68 0.126
C 0.01 4.79 6.91 -0.266
H -0.93 -4.37 -1.04 0.037
H 4.72 -3.03 1.54 0.102
C -1.36 -1.74 3.63 -0.116
C -5.46 -3.49 -1.42 -0.090
C 3.23 1.18 4.36 -0.014
O -3.64 -2.25 -7.06 -0.126
H -0.37 -1.46 3.29 0.076
H -0.18 4.93 9.61 0.089
H -1.01 -1.08 5.63 0.098
C -4.94 -4.46 -0.58 -0.099
C 5.33 -1.54 2.97 -0.095
N -1.50 6.73 2.54 0.054
S -3.59 -0.32 -5.26 0.888
C 0.66 4.22 -1.20 -0.127
S -0.79 -2.14 -2.44 0.308
C 4.41 -2.18 2.13 -0.061
O 0.58 4.03 7.91 -0.095
C -0.68 3.70 0.59 -0.148
H -4.27 -3.00 2.47 0.095
C -0.09 6.00 0.20 -0.012
O -1.27 1.44 0.93 -0.455
C 0.61 5.59 -0.90 -0.049
C -1.72 -1.52 4.95 -0.088
P -1.67 -2.51 1.01 1.071
C -4.85 -2.24 -1.49 -0.064
N 0.04 3.31 -0.50 0.035
C 0.22 5.51 4.63 -0.017
N 1.46 -0.12 2.64 0.117
```

As for the charge: -2. As for the HOMO-LUMO gap: 4.683 eV.


## x
Here is a structure of composition C46H35BaCl3N5O3PS4Si from the OMol25 dataset. Energies are from the ωB97M-V functional and the def2-TZVPD basis.

The geometry in XYZ format:
```
99
Properties=species:S:1:pos:R:3:lowdin_charge:R:1
H 0.24 -2.99 4.15 0.094
Cl -1.35 -0.73 -5.96 0.028
N 3.13 1.22 -2.30 -0.032
H -3.57 -3.39 -1.42 0.101
C -3.93 0.23 1.30 -0.084
O 3.50 -4.63 4.86 -0.094
H 5.83 -5.71 1.06 0.107
C 5.35 -4.96 1.68 -0.040
C 1.41 5.42 -1.33 -1.230
C 5.35 -3.64 1.25 -0.301
C 4.73 -5.33 2.87 -0.034
H -1.16 -1.18 5.10 0.095
H -6.44 -2.00 -4.29 0.096
H 4.73 -6.38 3.16 0.095
C -5.54 -1.85 -3.71 -0.073
Si -0.06 0.93 -5.48 -0.647
C 0.17 5.29 -0.81 -1.210
C -3.17 -1.46 -2.22 -0.249
Cl -0.67 2.28 -7.03 -0.001
H 3.09 -6.67 4.78 0.091
C 0.31 -2.11 2.19 -0.082
C -5.30 0.14 1.10 -0.096
H -0.92 5.57 4.58 0.097
H 6.63 -0.32 -1.76 0.102
C -3.64 -0.43 -3.11 -0.180
C -3.80 1.97 -0.33 -0.133
C 2.16 -2.06 -1.01 -0.020
C -3.91 -2.62 -2.10 -0.043
H -1.57 -1.98 -1.05 0.094
C 5.65 0.12 -1.91 -0.009
C -1.28 2.73 1.97 -0.383
C 3.40 -2.60 -0.70 -0.031
C -5.09 -2.80 -2.84 -0.109
H 3.68 -2.29 3.89 0.121
H 1.26 -2.65 -0.88 0.108
H 4.69 -6.23 5.44 0.091
S 2.53 6.45 -0.42 0.896
C -0.08 -2.17 3.52 -0.099
C -4.46 1.52 -4.83 -0.049
N 6.17 -3.31 0.12 0.045
C -4.81 -0.65 -3.86 -0.168
C -1.27 -0.09 3.25 -0.106
C -3.16 1.15 0.59 -0.372
S -0.15 6.21 0.67 0.918
H 4.04 2.89 -3.00 0.047
C 4.59 -1.92 -0.92 -0.250
S 2.03 4.72 -2.80 0.281
H -3.45 -0.44 2.01 0.089
H 0.78 2.31 2.40 0.109
H 1.01 4.11 4.07 0.101
H -5.64 2.54 -1.26 0.103
N 5.87 -2.44 -0.72 0.052
C 4.13 -4.37 3.67 -0.291
C -3.31 1.64 -4.02 -0.168
H -3.05 5.26 3.37 0.098
C -0.07 2.94 2.63 -0.110
H -3.21 2.70 -0.89 0.034
C -5.17 1.89 -0.53 -0.083
C 1.45 6.91 0.88 -1.077
C -0.10 -1.05 1.40 -0.097
C -2.34 3.58 2.23 -0.091
C 4.74 -2.68 2.07 -0.025
H -3.28 3.46 1.70 0.096
C 4.51 -0.63 -1.55 -0.096
H 3.21 -5.90 6.38 0.087
H -2.71 2.55 -4.06 0.102
O 1.76 7.63 1.82 -0.135
C 2.02 -0.76 -1.52 -0.387
H -1.87 0.71 3.68 0.111
C 4.15 -3.04 3.26 -0.002
C 3.26 -0.04 -1.79 -0.153
C 0.06 3.95 3.57 -0.099
Ba 0.56 1.97 -2.58 1.324
H 0.23 -0.98 0.37 0.053
H -4.72 2.32 -5.52 0.104
C -5.92 0.97 0.18 -0.103
H -5.64 -3.73 -2.72 0.093
P -1.33 1.34 0.75 1.094
C 3.64 -5.93 5.38 -0.105
H 4.74 -1.64 1.76 0.121
S -1.16 4.34 -1.41 0.278
C -5.20 0.38 -4.75 -0.024
C -2.21 4.59 3.18 -0.106
H -6.99 0.89 0.01 0.092
H 6.36 1.95 -2.75 0.100
H -6.08 0.24 -5.36 0.109
H -5.88 -0.59 1.65 0.093
H 0.94 -2.89 1.78 0.094
O 0.89 -0.21 -1.75 -0.418
C 4.21 1.89 -2.62 -0.141
N -2.91 0.71 -3.20 0.114
Cl 1.77 0.19 -6.34 0.000
C -0.87 -1.15 4.05 -0.091
H -1.44 -0.48 -1.86 0.039
H 3.44 -3.60 -0.30 0.111
N -2.04 -1.21 -1.51 0.153
C -1.02 4.77 3.85 -0.120
C -0.90 -0.04 1.91 -0.369
C 5.50 1.36 -2.46 -0.043
```

As for the charge: -2. As for the HOMO-LUMO gap: 4.579 eV.


Name the most stable of them. x.


## w
Here is an isolated molecule of C6H11NS from the OMol25 dataset. Energies are from the ωB97M-V functional and the def2-TZVPD basis.

The geometry in XYZ format:
```
19
Properties=species:S:1:pos:R:3:lowdin_charge:R:1
H -1.79 0.59 -1.52 0.122
H 0.32 -1.56 1.83 0.122
H -1.95 -0.96 0.39 0.097
S 2.02 1.28 0.60 0.774
H -0.19 -2.24 -0.62 0.100
N -1.34 -0.45 1.02 0.030
H 1.49 -1.78 -0.54 0.105
H -1.58 1.58 0.82 0.129
C 0.11 -0.92 0.99 -0.266
H -0.17 -0.74 -2.42 0.111
C 0.45 0.61 1.17 -0.555
C -0.80 0.81 -1.07 -0.136
H 0.36 0.90 2.20 0.095
C -0.88 0.83 0.46 -0.362
H 2.41 2.01 1.66 -0.150
C 0.21 -0.32 -1.47 -0.200
C 0.48 -1.42 -0.41 -0.160
H 1.18 0.07 -1.71 0.064
H -0.34 1.70 -1.37 0.081
```

As for the HOMO-LUMO gap: 9.831 eV. The SMILES is S[C@@H]1[C@@H]2CCC[C@H]1N2.


## x
Here is an isolated molecule of C6H11NS from the OMol25 dataset. Energies are from the ωB97M-V functional and the def2-TZVPD basis.

The geometry in XYZ format:
```
19
Properties=species:S:1:pos:R:3:lowdin_charge:R:1
H -3.04 0.80 0.55 0.088
N 2.84 -0.19 -0.33 -0.409
S 1.54 0.57 -1.18 0.901
H -2.40 0.52 -1.82 0.110
C -2.07 0.42 0.87 -0.061
H -0.76 1.04 -2.37 0.064
H -2.05 -0.60 0.99 0.058
C -1.03 0.82 -0.15 -0.472
H 3.35 0.48 0.37 0.112
H -0.86 -0.62 -1.68 0.091
H 2.89 -1.49 1.28 0.111
C 0.32 0.20 0.18 -0.450
C 0.85 -0.72 0.98 -0.129
H -1.77 0.90 1.74 0.062
H 0.36 -1.18 1.92 0.138
H 1.88 -2.07 -0.19 0.114
C -1.27 0.43 -1.58 -0.149
C 2.18 -1.24 0.48 -0.313
H -0.95 1.91 -0.06 0.135
```

As for the HOMO-LUMO gap: 9.032 eV. The SMILES is CC(C)C1=CCNS1.


Name the most stable of them. w.


## w
Here is a structure of composition C6H11NS from the OMol25 dataset. Energies are from the ωB97M-V functional and the def2-TZVPD basis.

The geometry in XYZ format:
```
19
Properties=species:S:1:pos:R:3:lowdin_charge:R:1
C -0.95 -0.90 0.54 -0.092
N 1.01 0.71 0.33 -0.233
H 1.70 -1.19 -1.04 0.082
H 0.67 -2.46 -0.02 0.149
H 1.17 2.67 0.70 0.085
H -1.73 -0.25 0.85 0.082
H -0.41 1.99 1.10 0.122
C 0.16 0.76 -0.85 -0.179
C 0.85 -1.42 -0.52 -0.083
C -0.47 -0.73 -0.90 -0.874
H -1.21 -2.11 0.50 0.168
H 1.30 1.61 2.18 0.112
H 0.76 1.11 -1.76 0.138
S -1.58 -1.08 -2.23 0.689
C 0.62 -0.57 0.76 -0.308
H -0.70 1.51 -0.81 0.120
C 0.78 1.76 1.18 -0.126
H -3.05 -0.61 -1.70 0.016
H 1.08 -0.80 1.69 0.132
```

As for the HOMO-LUMO gap: 9.008 eV.


## x
Here is an isolated molecule of C6H11NS from the OMol25 dataset. Energies are from the ωB97M-V functional and the def2-TZVPD basis.

The geometry in XYZ format:
```
19
Properties=species:S:1:pos:R:3:lowdin_charge:R:1
H -1.20 -0.01 1.68 0.101
H 0.57 2.71 -0.68 0.082
C 1.51 0.41 0.46 -0.099
H -2.33 -0.56 -1.37 -0.139
H 0.24 -1.67 -1.71 0.110
S -2.62 -0.04 -0.17 0.744
H -0.54 2.72 0.70 0.095
C -0.27 -1.61 0.42 -0.198
H 2.28 1.19 0.47 0.107
H 1.66 -1.93 -0.53 0.131
N 1.00 0.01 -0.85 -0.023
H 1.84 -0.35 1.19 0.118
C 0.69 -1.42 -0.75 -0.200
H 0.29 -1.91 1.31 0.100
C 0.11 0.73 0.09 -0.493
H -0.97 -2.44 0.26 0.105
C -0.97 -0.23 0.63 -0.545
C -0.25 2.15 -0.20 -0.052
H -1.04 2.26 -0.94 0.056
```

As for the HOMO-LUMO gap: 10.008 eV. The SMILES is C[C@]12CN1CC[C@@H]2S.


Name the most stable of them. x.


## w
Here is an isolated molecule of C20H27NO4 from the OMol25 dataset. Energies are from the ωB97M-V functional and the def2-TZVPD basis.

The geometry in XYZ format:
```
52
Properties=species:S:1:pos:R:3:lowdin_charge:R:1
H 1.55 -0.07 -1.76 0.094
H 3.29 2.01 0.81 0.117
H 2.27 -0.82 0.34 0.146
H 1.36 1.59 -1.22 0.114
C -1.04 0.19 2.38 -0.058
H -0.42 2.23 2.79 0.130
H 5.00 -0.49 0.74 0.108
H -1.01 -0.06 -2.26 0.125
C -1.31 1.70 2.43 -0.067
H -4.46 0.11 0.25 0.119
C 3.38 1.08 -1.80 -0.195
H 0.64 1.55 0.91 0.105
O -2.70 1.95 -2.63 0.122
C 2.16 0.27 0.28 -0.301
C -2.20 -2.38 -0.10 -0.229
H -1.74 -4.47 -0.28 0.082
H -1.90 -0.32 1.94 0.105
H -4.53 2.54 -0.41 0.142
H 0.55 -2.65 -0.71 0.080
O -0.90 2.61 0.24 0.116
C 3.38 0.93 0.92 -0.147
C 2.02 0.73 -1.18 -0.130
C -1.65 -0.53 -1.53 0.040
H -2.64 -4.04 1.18 0.079
C -3.59 -0.41 -0.12 -0.030
H -3.10 3.56 -0.71 0.142
N 0.96 0.60 1.03 0.122
O 0.45 -1.51 1.64 0.040
C 4.67 0.43 0.25 -0.190
O -3.00 2.21 0.87 0.006
H 3.40 0.70 1.99 0.116
C -1.86 -3.71 0.49 -0.034
H 3.32 0.99 -2.89 0.109
H -0.41 -3.52 -1.91 0.083
C -0.15 -2.53 -1.54 -0.036
H -0.94 -0.18 3.40 0.130
C 4.46 0.16 -1.25 -0.204
H 4.15 -0.87 -1.40 0.111
H -2.14 1.88 3.11 0.126
H -3.98 -2.15 1.05 0.115
C -2.74 0.19 -1.04 -0.156
H 5.40 0.31 -1.78 0.106
C -2.93 1.57 -1.51 -0.340
H 5.45 1.18 0.39 0.107
H 0.34 -1.99 -2.34 0.073
C -3.32 -1.69 0.33 -0.041
C 0.20 -0.32 1.63 -0.475
C -3.44 2.55 -0.44 -0.067
C -1.68 2.23 1.06 -0.483
H 3.64 2.12 -1.58 0.112
C -1.36 -1.80 -1.06 -0.219
H -0.92 -3.63 1.03 0.081
```

As for the HOMO-LUMO gap: 9.515 eV. The SMILES is Cc1ccc(C(=O)COC(=O)CCC(=O)NC2CCCCC2)cc1C.


## x
Here is an isolated molecule of C20H27NO4 from the OMol25 dataset. Energies are from the ωB97M-V functional and the def2-TZVPD basis.

The geometry in XYZ format:
```
52
Properties=species:S:1:pos:R:3:lowdin_charge:R:1
H -1.95 2.13 -1.47 0.106
H 6.87 -1.79 0.32 0.077
H 5.36 -1.41 -0.52 0.067
H 0.65 2.15 1.24 0.114
H 5.71 -3.58 1.61 0.123
H 6.12 -2.98 -0.76 0.079
C -2.12 -1.83 1.24 -0.071
C -2.56 3.80 -0.27 -0.191
O -3.99 -0.65 -2.19 0.118
C -1.23 4.55 -0.38 -0.207
C -0.24 4.01 0.65 -0.195
H -3.26 4.17 -1.02 0.110
N -1.27 0.32 0.56 0.039
H -3.29 1.77 -0.37 0.125
H -1.17 -2.35 1.31 0.109
H -1.39 5.61 -0.23 0.108
C 2.78 -1.22 0.55 -0.006
H 0.42 2.33 -0.51 0.118
C -0.03 2.51 0.47 -0.153
C -2.67 -0.43 -2.21 -0.501
O -2.34 0.17 2.55 0.065
H 1.59 0.52 0.30 0.090
C -2.34 2.31 -0.47 -0.135
C 1.73 -3.28 -0.02 0.011
H -4.43 -0.11 -2.86 0.141
H -2.87 -3.02 -0.39 0.122
H 3.62 -0.63 0.89 0.107
C -0.76 -0.41 -0.59 -0.170
H -0.45 0.33 -1.34 0.152
H -2.79 -2.24 2.00 0.127
C -1.36 1.78 0.59 -0.265
H -3.00 3.98 0.71 0.117
C 0.48 -1.22 -0.24 -0.156
H -1.39 -2.00 -1.87 0.150
H 0.71 4.53 0.55 0.109
C 5.92 -2.20 -0.03 -0.064
O -2.17 0.33 -2.99 0.100
H -0.26 -3.20 -0.70 0.110
C 0.57 -2.61 -0.35 -0.041
H -0.82 4.41 -1.38 0.115
O 3.93 -3.37 0.75 -0.049
C -2.74 -1.96 -0.15 -0.111
C 2.86 -2.60 0.44 -0.268
H 4.96 -2.00 1.91 0.116
C -1.92 -0.36 1.54 -0.436
C 1.61 -0.55 0.21 -0.009
H -1.78 1.99 1.58 0.148
C -1.88 -1.27 -1.22 -0.153
H -3.73 -1.51 -0.13 0.118
C 5.14 -2.77 1.15 -0.247
H -0.63 4.20 1.65 0.117
H 1.79 -4.36 -0.11 0.120
```

As for the HOMO-LUMO gap: 9.052 eV. The SMILES is CCOc1ccc([C@H]2[C@H](C(=O)O)CCC(=O)N2C2CCCCC2)cc1.


Name the most stable of them. w.